Record 1
Formula: C28H36BN2O18S2
Source: OMol25
Level of theory: wB97M-V/def2-TZVPD

```
87
Properties=species:S:1:pos:R:3:forces:R:3
C 20.222282 -31.129088 -9.950058 -0.11 0.33 -0.34
C 21.253499 -30.180849 -9.750862 -0.46 -0.69 0.96
C 21.114923 -28.772400 -10.371766 -0.07 -0.15 -0.37
O 22.087509 -28.015235 -10.290685 0.76 0.65 0.09
C 19.907704 -28.441926 -10.998462 -0.87 -0.60 -0.02
C 18.858421 -29.381433 -11.187730 0.12 0.08 -0.61
C 19.074457 -30.869974 -10.726772 -0.10 0.43 0.07
O 18.206920 -31.702501 -11.034372 -0.05 -0.14 0.14
O 17.796611 -29.115857 -11.793110 0.18 0.24 0.31
O 22.227930 -30.406582 -9.003894 0.33 0.09 -0.14
H 20.278409 -32.102346 -9.471002 0.25 -0.05 -0.05
H 19.744466 -27.456515 -11.423999 0.17 0.10 0.09
O 19.204904 -24.998326 -12.295069 0.14 0.10 0.23
C 19.256893 -24.505855 -13.369918 -0.38 0.15 -0.63
O 19.077220 -25.134792 -14.547522 -0.02 0.07 0.28
B 18.983522 -24.159804 -15.619718 0.07 -0.37 0.27
O 19.394897 -22.882166 -15.039469 0.06 0.34 -0.05
C 19.445890 -22.988534 -13.712329 0.04 -1.00 -0.06
O 19.604125 -22.112731 -12.926063 0.05 0.57 0.14
O 17.601666 -24.064141 -16.161444 -0.07 0.22 -0.09
C 17.590474 -24.339248 -17.445626 -0.03 -0.35 -0.14
O 16.649432 -24.310660 -18.188385 0.00 0.11 0.01
C 19.030993 -24.763338 -17.839691 0.14 0.11 0.31
O 19.801094 -24.582638 -16.778597 -0.04 0.10 -0.25
O 19.390712 -25.193016 -18.900237 -0.09 0.03 -0.08
C 24.920318 -23.834772 -12.482221 -0.89 -0.39 -0.29
C 23.778532 -23.555115 -11.513509 0.41 0.28 -0.22
O 23.982859 -23.419498 -10.333333 0.10 0.12 0.21
C 22.403612 -23.441085 -12.098358 -0.01 -0.17 -0.52
H 25.265628 -22.884351 -12.892060 0.25 0.02 0.18
H 24.511051 -24.389858 -13.332621 0.20 -0.07 0.05
H 25.693874 -24.425537 -12.004618 0.21 0.22 0.05
H 21.975302 -24.447584 -12.012697 -0.32 0.19 0.29
H 22.390590 -23.208170 -13.168411 0.32 0.03 0.04
H 21.815819 -22.675179 -11.605060 -0.19 -0.30 0.32
C 18.074365 -18.990078 -18.831041 1.20 0.18 -0.51
C 18.514693 -19.316506 -17.423925 -0.55 -0.27 0.20
O 19.137273 -18.526050 -16.758178 0.18 0.15 0.00
C 18.069100 -20.658570 -16.920670 -0.49 -0.53 0.27
H 18.831776 -19.396876 -19.518742 -0.16 -0.31 0.17
H 18.180905 -17.917970 -19.004356 -0.59 0.02 0.15
H 17.126490 -19.440900 -19.102255 -0.19 0.22 0.01
H 18.346147 -20.910652 -15.902516 0.47 0.30 -0.03
H 18.402955 -21.465439 -17.578997 0.09 0.12 -0.06
H 16.973890 -20.728988 -16.927321 0.05 0.20 -0.28
C 22.239586 -26.019203 -19.957927 0.29 0.46 -0.24
C 22.383571 -24.662819 -20.494547 0.05 -0.34 0.33
N 22.561768 -23.622766 -20.940253 -0.04 0.34 -0.17
H 21.318038 -26.094745 -19.383375 -0.04 -0.08 -0.16
H 23.103802 -26.228290 -19.327920 0.00 -0.07 0.02
H 22.260136 -26.676741 -20.825426 -0.18 -0.29 0.20
C 22.875638 -25.070224 -16.276068 -0.62 0.51 -0.38
C 24.236430 -25.216460 -16.752972 0.07 -0.21 -0.13
N 25.265384 -25.326381 -17.250622 0.12 0.00 0.10
H 22.202796 -25.709758 -16.847559 0.12 -0.23 0.17
H 22.538770 -24.061549 -16.529943 0.06 0.03 0.23
H 22.726791 -25.241191 -15.214208 0.21 -0.12 0.05
C 15.142884 -25.659998 -14.409125 0.93 0.07 -0.51
C 15.617419 -25.087170 -13.061683 -0.55 -0.82 0.10
C 15.646638 -26.275413 -12.084708 0.52 -0.23 0.18
S 14.412506 -27.470889 -12.615233 -0.06 0.18 0.25
O 13.220204 -27.439689 -11.786645 0.02 0.23 0.11
O 15.042274 -28.721845 -12.860932 -0.07 -0.48 -0.43
C 13.997747 -26.600586 -14.129927 -0.72 0.56 0.01
H 15.974334 -26.190824 -14.885806 -0.06 -0.14 0.15
H 14.887432 -24.873739 -15.123145 -0.16 0.02 0.13
H 14.880221 -24.337017 -12.762681 0.29 0.16 0.24
H 16.628452 -24.698810 -13.117225 -0.13 0.41 -0.07
H 15.521806 -26.061592 -11.024851 -0.32 0.20 -0.08
H 16.600784 -26.819603 -12.137509 -0.08 -0.13 -0.19
H 13.107542 -26.034867 -13.834535 0.05 0.05 -0.08
H 13.700346 -27.244691 -14.953216 0.29 -0.33 0.13
C 20.665876 -29.682912 -17.152264 0.43 0.47 0.33
C 20.657363 -28.378185 -16.313700 0.55 0.18 0.32
C 19.619454 -28.456616 -15.212594 -0.23 -0.36 0.10
S 19.612848 -30.178059 -14.675122 1.40 0.02 0.25
O 18.321027 -30.652872 -14.324934 -0.52 -0.24 -0.41
O 20.722653 -30.338970 -13.780015 0.20 -0.10 -0.18
C 20.096373 -30.819444 -16.320419 -2.18 0.02 -0.54
H 21.696339 -29.885827 -17.444727 -0.08 -0.03 -0.27
H 20.048446 -29.490712 -18.029907 0.14 -0.30 -0.17
H 20.511320 -27.500168 -16.946778 -0.15 -0.04 -0.03
H 21.628772 -28.234017 -15.831447 0.01 -0.16 -0.06
H 18.612879 -28.206688 -15.545265 -0.03 0.10 0.16
H 19.919953 -27.922655 -14.313123 -0.34 0.21 0.04
H 19.071337 -31.009416 -16.676322 0.22 -0.08 -0.19
H 20.556863 -31.800058 -16.374174 0.56 0.19 0.55
```
Forces are in eV/Å.

**HOMO-LUMO gap**: 2.899 eV
**Multiplicity**: 1
**Net charge**: -3
**Maximum force**: 2.25 eV/A
**E_tot**: -3373.7654 hartree

Record 2
Formula: C18H16F3NRhS5
Source: OMol25
Level of theory: wB97M-V/def2-TZVPD

```
44
Properties=species:S:1:pos:R:3:forces:R:3
Rh 0.790551 2.481266 -0.162983 -0.13 0.24 -0.17
S 0.865053 4.821335 -0.373612 0.10 0.11 -0.06
S -0.724596 5.929723 -0.150359 -0.11 -0.07 -0.02
S -2.655151 3.997768 0.548530 0.07 0.13 -0.06
S -1.591017 2.384071 0.405626 0.04 -0.15 0.09
C -3.909948 -3.036862 -0.777237 0.01 -0.01 -0.02
C -3.214006 -2.264310 0.352853 0.05 0.00 -0.02
C -3.883252 -0.896414 0.486343 -0.02 0.03 0.01
C -3.400873 -3.023262 1.673901 0.00 0.00 0.03
C -1.719580 -2.144841 0.042542 -0.02 0.00 0.00
C -0.949792 -3.313635 -0.095206 0.02 0.02 -0.02
C 0.398739 -3.258917 -0.378687 0.00 0.02 0.01
C 0.996066 -2.010001 -0.517352 0.03 -0.07 -0.02
S 2.650154 -1.636102 -0.858527 0.12 -0.06 -0.02
C 2.259684 0.054529 -0.806346 0.18 0.01 -0.07
N 1.011980 0.338805 -0.558806 -0.34 -0.41 0.01
C 0.262009 -0.832352 -0.381803 0.01 0.17 0.00
C -1.103142 -0.913633 -0.105722 -0.08 0.08 0.02
C 3.226281 1.113384 -0.971508 0.05 0.00 0.00
C 4.551807 0.869982 -1.346485 -0.03 -0.07 0.01
C 5.436205 1.920432 -1.448313 0.01 0.03 0.02
C 4.983713 3.208408 -1.152916 0.05 -0.03 -0.03
C 3.673712 3.439215 -0.776709 -0.10 -0.07 0.01
C 2.731328 2.399269 -0.684722 0.03 0.10 0.00
H -4.981444 -3.119129 -0.573114 0.03 0.00 0.00
H -3.507424 -4.046897 -0.883246 -0.01 0.04 0.00
H -3.780661 -2.520487 -1.731172 -0.01 -0.01 0.02
H -4.942372 -1.036376 0.716975 0.02 0.02 0.00
H -3.814097 -0.315361 -0.436012 0.00 -0.03 0.02
H -3.437938 -0.300167 1.285578 -0.02 -0.02 -0.02
H -4.465121 -3.103120 1.913120 0.03 0.00 -0.01
H -2.903383 -2.497342 2.491601 -0.02 -0.01 -0.02
H -2.990211 -4.033922 1.622975 -0.01 0.03 0.00
H -1.415919 -4.285223 0.022662 0.00 0.04 -0.01
H 0.980197 -4.167328 -0.484727 -0.02 0.04 0.01
H -1.667039 0.001191 -0.001303 0.04 -0.06 -0.02
H 4.883247 -0.144026 -1.552680 -0.02 0.03 0.00
H 6.465771 1.748701 -1.738218 -0.02 0.01 0.00
H 5.674656 4.042979 -1.213917 -0.02 -0.02 0.00
H 3.383198 4.454439 -0.543403 -0.02 0.02 0.02
F 1.502203 1.162947 2.368700 -0.02 0.08 -0.12
C 1.345611 2.448825 1.855871 0.15 -0.18 0.61
F 2.533850 3.058159 2.188299 -0.02 0.03 -0.09
F 0.450949 3.024277 2.729509 -0.02 -0.01 -0.10
```
Forces are in eV/Å.

**HOMO-LUMO gap (spin up / spin down)**: 5.290 / 6.122 eV
**Multiplicity**: 5
**Net charge**: -1
**Maximum force**: 0.65 eV/A
**E_tot**: -3151.4424 hartree

Record 3
Formula: C44H48F2IMnN5O2PS
Source: OMol25
Level of theory: wB97M-V/def2-TZVPD

```
105
Properties=species:S:1:pos:R:3:forces:R:3
Mn 0.285133 -0.001866 -0.937212 0.02 -0.08 -0.08
F 3.780962 -4.347458 -0.602843 0.00 0.01 0.00
C 3.576079 -3.022624 -0.385411 0.02 0.01 0.00
C 2.343555 -2.467898 -0.647050 -0.02 -0.01 0.01
C 2.113205 -1.107080 -0.427051 0.00 0.02 0.00
C 3.182756 -0.320992 0.058370 -0.01 0.02 0.02
C 4.407462 -0.939164 0.307535 -0.02 -0.02 0.02
F 5.482949 -0.244407 0.781911 0.01 0.02 0.00
C 4.636698 -2.282496 0.098874 -0.02 0.00 -0.02
C 2.946227 1.137153 0.238784 -0.01 0.00 -0.01
C 3.879697 2.039262 0.764417 -0.02 -0.01 -0.01
C 3.554912 3.375547 0.879821 0.00 0.01 0.00
C 2.306703 3.817204 0.469387 0.01 0.00 0.01
C 1.440898 2.872294 -0.043645 0.03 -0.03 0.01
N 1.743022 1.584508 -0.157879 -0.01 0.02 0.01
H 1.564527 -3.117835 -1.029674 -0.02 -0.02 0.00
H 5.602647 -2.721749 0.301137 0.00 0.00 0.00
H 4.852415 1.698060 1.070517 0.02 -0.01 0.01
H 4.280300 4.070876 1.285569 0.00 0.00 0.00
H 2.008322 4.853958 0.544388 0.00 0.00 -0.01
H 0.452688 3.149668 -0.387497 -0.02 0.00 0.01
C -3.504666 4.170574 -0.923479 -0.01 0.01 0.01
C -2.254105 3.436189 -0.435860 0.00 0.01 0.01
C -2.098237 3.585460 1.076490 0.02 0.02 -0.02
P -1.948909 1.666875 -0.990031 -0.01 0.00 0.05
C -2.773747 1.675078 -2.650683 0.00 -0.01 -0.02
C -2.972920 0.262649 -3.186933 -0.01 0.01 0.00
C -1.932553 2.504586 -3.621641 0.00 0.01 0.00
C -3.010576 0.570433 0.000822 -0.01 0.03 0.01
C -4.251458 0.963686 0.504505 0.01 -0.01 0.01
C -5.086895 0.126601 1.229279 0.01 0.00 0.00
C -6.412371 0.596721 1.767517 0.00 0.00 0.00
C -4.645075 -1.187697 1.409509 0.01 0.01 0.01
C -3.440217 -1.630679 0.912085 -0.02 -0.01 0.02
C -2.555066 -0.775591 0.194065 0.00 0.01 0.00
N -1.370009 -1.192505 -0.294364 0.07 -0.01 -0.01
C -1.017261 -2.564461 -0.155584 -0.06 -0.01 -0.01
C -1.137387 -3.425188 -1.257197 0.02 0.01 0.00
C -1.688330 -2.926552 -2.561012 -0.01 0.00 0.00
C -0.710266 -4.744818 -1.146243 0.01 -0.01 0.01
C -0.163346 -5.247615 0.026259 0.00 0.01 -0.01
C 0.362995 -6.656012 0.098107 0.00 0.00 0.00
C -0.066637 -4.389641 1.112244 0.00 0.01 -0.01
C -0.477145 -3.063961 1.037373 0.03 0.01 0.00
C -0.284164 -2.156120 2.213047 0.01 0.01 0.01
H -3.448440 5.213757 -0.597953 0.00 0.00 0.00
H -4.424013 3.756860 -0.509460 0.00 -0.01 -0.01
H -3.596281 4.171805 -2.008600 0.00 0.00 -0.01
H -1.405520 3.955705 -0.897686 0.00 -0.01 -0.01
H -2.955630 3.161993 1.603269 0.00 0.00 0.00
H -2.037460 4.644944 1.342572 -0.01 0.00 0.00
H -1.205882 3.080771 1.443679 0.01 0.00 0.01
H -3.759275 2.133648 -2.520850 0.00 0.00 0.01
H -2.012797 -0.225036 -3.348581 0.01 0.00 0.00
H -3.501925 0.306164 -4.143770 0.00 0.00 0.00
H -3.566090 -0.339278 -2.497226 0.00 -0.01 -0.01
H -0.959883 2.026684 -3.757533 -0.01 0.01 0.00
H -1.773822 3.527528 -3.270299 0.01 0.00 0.00
H -2.423225 2.559623 -4.597179 0.00 0.00 0.00
H -4.581855 1.980096 0.329492 -0.01 0.00 0.00
H -6.569672 1.652436 1.541178 0.00 0.00 0.00
H -6.476167 0.481797 2.853081 0.00 0.00 0.00
H -7.246848 0.038936 1.334081 0.00 0.00 0.00
H -5.272501 -1.888018 1.954769 0.00 0.00 0.00
H -3.146606 -2.661977 1.065135 -0.01 0.01 -0.01
H -1.001561 -2.219721 -3.032783 0.00 0.01 0.00
H -2.637077 -2.411008 -2.412193 0.00 -0.01 0.00
H -1.842508 -3.757498 -3.250547 0.00 0.00 -0.01
H -0.796287 -5.392388 -2.013681 0.00 0.00 0.00
H -0.204900 -7.324966 -0.550289 0.00 0.00 0.00
H 0.314377 -7.044738 1.116433 0.00 0.00 0.00
H 1.407905 -6.693263 -0.220308 0.00 -0.01 0.00
H 0.368126 -4.750368 2.040068 0.00 0.00 0.00
H 0.080035 -2.714300 3.077229 0.00 0.01 0.00
H -1.218115 -1.661686 2.485591 -0.01 0.01 0.00
H 0.442779 -1.377084 1.965927 -0.01 0.02 0.00
C 3.109202 1.619136 5.545302 0.00 0.00 0.00
C 2.767380 0.548163 4.510075 -0.01 0.00 0.01
C 1.391041 0.706295 3.951347 0.01 0.00 -0.01
N 1.155468 1.181962 2.782390 -0.04 0.00 0.01
N -0.173071 1.237491 2.458466 0.04 0.04 0.03
C -0.936678 0.816559 3.416684 -0.02 -0.01 -0.05
N -2.306149 0.811502 3.349054 0.01 -0.04 -0.04
S -0.063490 0.300572 4.826592 0.01 -0.01 0.02
H 4.126275 1.486474 5.915663 0.00 0.00 0.00
H 2.429454 1.577866 6.398343 0.00 0.00 0.00
H 3.031845 2.611982 5.100878 0.00 0.00 0.00
H 2.875443 -0.448361 4.944431 0.00 0.00 0.00
H 3.447211 0.608218 3.658889 0.00 0.00 0.00
H -2.645334 0.870712 2.390362 0.00 0.00 0.03
H -2.758652 0.064563 3.853105 0.00 0.01 0.00
I 7.006642 1.890339 -2.155592 0.00 0.00 0.00
C 5.148512 1.124065 -2.743137 0.00 0.00 0.00
C 4.051442 1.968806 -2.775370 0.00 0.00 -0.01
C 2.810400 1.441061 -3.102270 0.00 0.01 0.00
C 2.669814 0.096882 -3.417145 0.02 -0.02 0.03
C 3.792217 -0.722321 -3.424599 0.01 0.01 0.00
C 5.034614 -0.220328 -3.069107 0.00 0.01 -0.01
C 1.299369 -0.498265 -3.681590 0.00 0.00 -0.10
O 1.196385 -1.427450 -4.472328 0.01 0.01 0.04
O 0.338756 0.053455 -3.023306 -0.02 -0.01 0.05
H 4.153457 3.014086 -2.514651 0.00 0.00 0.00
H 1.929113 2.069886 -3.081833 0.00 0.00 0.00
H 3.668955 -1.767857 -3.675127 0.00 0.00 0.00
H 5.898686 -0.869855 -3.029838 0.00 0.00 0.00
```
Forces are in eV/Å.

**HOMO-LUMO gap (spin up / spin down)**: 6.330 / 6.591 eV
**Multiplicity**: 6
**Net charge**: -1
**Maximum force**: 0.11 eV/A
**E_tot**: -4517.9022 hartree
**Relative energy (zero: lowest compared OMol25 entry of this formula, charge and spin)**: 0.0 kcal per mole